Entry 1:
Below is one molecule with the formula C3H7NS2 at a distorted geometry, with properties calculated with ωB97M-V/def2-TZVPD.

The geometry in XYZ format:
```
13
Properties=species:S:1:pos:R:3:forces:R:3:lowdin_charge:R:1
C 2.74732 0.71850 0.07238 -0.74 0.39 -0.59 -0.4413
C -0.63261 -0.94429 -0.23044 2.92 0.93 0.94 -0.3391
C -2.02322 -0.65744 0.40734 0.01 -1.67 0.42 -0.6450
H 3.75493 0.70720 -0.26852 0.94 0.10 0.31 0.0208
H 2.51108 0.46667 1.07108 0.77 -0.61 1.25 0.0080
H 2.29571 1.69102 -0.00415 0.01 0.61 -0.63 0.0268
H -0.54255 -1.59498 -1.20661 -0.79 1.29 1.86 0.1224
H -2.70164 -1.56324 0.51216 1.16 0.63 -0.43 0.0786
H -2.21183 -0.17489 1.37198 1.42 -0.17 0.07 0.0652
H -2.63019 1.84080 -0.31962 -0.23 -3.56 -0.67 -0.0004
N 0.47467 -0.34439 0.22619 -3.07 -1.96 -2.55 -0.2889
S 1.85629 -0.46882 -0.89492 -1.43 -0.20 0.95 0.7716
S -2.89798 0.32386 -0.73687 -0.97 4.22 -0.92 0.6212
```
Positions in Å, forces in eV/Å.

Computed properties:
Largest force on an atom (Eh/bohr): 0.0864
Relative energy (zero: lowest compared OMol25 entry of this formula, charge and spin) (kJ/mol): 256.22
SMILES: CS/N=C/CS



Entry 2:
Below is C3H7NS2 as an isolated structure at a distorted geometry, with properties calculated with ωB97M-V/def2-TZVPD.

The geometry in XYZ format:
```
13
Properties=species:S:1:pos:R:3:forces:R:3:lowdin_charge:R:1
C 0.96779 -0.86687 -0.00955 -1.68 -4.52 -1.16 -0.5007
C 0.07656 -0.23225 0.91635 1.25 5.97 1.66 -0.5499
C -2.29798 0.89532 -0.36461 0.53 -0.83 -0.96 -0.9955
H 1.26329 1.16986 -0.71868 2.22 -4.74 0.05 0.1236
H 2.30672 -0.11608 -1.72666 -2.43 -0.09 4.47 0.1692
H 1.47038 -1.39397 0.87207 0.29 -0.94 -2.07 0.1328
H 0.24659 -1.56235 -0.74652 2.21 1.23 1.83 0.1684
H -0.41600 -0.72300 1.65123 -2.33 -2.30 1.26 0.0390
H 0.77227 0.32042 1.68604 -0.71 -0.40 -1.40 0.1169
H -2.48042 1.84546 -1.09937 -0.65 -2.51 1.77 0.0720
N 1.82217 0.02475 -0.63413 1.59 5.96 -4.82 -0.1192
S -0.73294 1.27136 0.28340 -0.77 0.30 0.20 0.8190
S -2.99842 -0.63263 -0.10957 0.47 2.85 -0.84 0.5244
```
Positions in Å, forces in eV/Å.

Computed properties:
Largest force on an atom (Eh/bohr): 0.1523
Relative energy (zero: lowest compared OMol25 entry of this formula, charge and spin) (kJ/mol): 424.30



- Which of these has the highest largest force on an atom?
  number 2



- Among the records above, which one has the highest largest force on an atom?
  number 2



- The highest relative energy (zero: lowest compared OMol25 entry of this formula, charge and spin) belongs to which entry?
  number 2



- The highest largest force on an atom belongs to which entry?
  number 2